[1]
{
  "formula": "C5H15NOS2",
  "method": "ωB97M-V with the def2-TZVPD basis set",
  "symbols": ["H", "H", "C", "S", "N", "H", "S", "H", "H", "H", "C", "H", "H", "C", "H", "C", "H", "H", "H", "C", "H", "O", "H", "H"],
  "positions_angstrom": [[1.4681, 1.1348, 2.2363], [-1.6256, 2.1755, 0.4607], [1.1642, 1.8551, 1.4401], [-1.6063, -2.1933, 1.5464], [0.7268, -0.2177, 0.2068], [1.9018, 2.6779, 1.4148], [-0.7889, -3.1250, -0.0597], [0.9362, -2.9359, -1.7115], [-0.0240, -0.1739, 0.8682], [0.2044, 2.3531, 1.8095], [-0.8991, -0.3398, -1.7844], [1.2910, -0.6814, -1.7586], [-2.7274, -1.7218, 1.1282], [0.6586, -2.3559, -0.8302], [2.3734, 1.0792, -0.2411], [1.2586, 1.1558, 0.0656], [-1.6608, 1.3724, 1.8246], [-1.3961, -1.1897, -2.3342], [1.6022, -2.5617, -0.2833], [0.4067, -0.8130, -1.0767], [-0.7022, 0.4619, -2.4438], [-1.9184, 2.1657, 1.3728], [0.8485, 1.7262, -0.7992], [-1.4916, 0.1515, -1.0513]],
  "orbital_gap_ev": 9.2515,
  "smiles": "CCN[C@H](C)CSS.O",
  "lumo_energy_ev": 0.43
}

***

[2]
{
  "formula": "C5H15NP",
  "method": "ωB97M-V with the def2-TZVPD basis set",
  "symbols": ["H", "H", "C", "H", "H", "H", "C", "H", "H", "H", "P", "C", "C", "H", "H", "H", "H", "H", "N", "C", "H", "H"],
  "positions_angstrom": [[-0.9895, 1.1693, -0.1120], [0.4854, 0.2546, -0.8868], [-1.2405, -1.9896, -0.7846], [-0.5893, -2.0389, 1.7891], [2.4536, 1.2585, 0.3714], [-2.9388, -0.2416, -0.4066], [-0.5555, 0.3467, -0.6874], [0.8173, -1.1041, 0.9144], [-0.3894, -0.2025, 1.9803], [3.4220, 3.9675, -1.6358], [3.6702, 3.0246, -0.5177], [2.3717, 1.9678, -0.5474], [-2.5031, -0.4154, 0.5257], [-1.8412, -1.6507, -1.6182], [-3.0342, -1.0633, 1.1211], [-0.2043, -2.2691, -1.1720], [3.3612, 3.7736, 0.6375], [2.1825, 1.5318, -1.5357], [-1.0998, -0.7776, 0.1204], [-0.2852, -1.0956, 1.2942], [-2.3700, 0.5169, 1.0150], [-1.8466, -2.7886, -0.2283]],
  "orbital_gap_ev": [9.5831, 4.9932],
  "lumo_energy_ev": [-3.22, -5.47],
  "total_charge": 1
}

***

[3]
{
  "formula": "C5H15O3",
  "method": "ωB97M-V with the def2-TZVPD basis set",
  "symbols": ["H", "O", "H", "H", "C", "C", "H", "H", "H", "O", "C", "H", "C", "H", "H", "H", "O", "H", "H", "H", "C", "H", "H"],
  "positions_angstrom": [[-1.5613, 0.2165, 3.9070], [-1.5340, -0.6203, 3.4580], [-2.2461, 0.9358, 0.7820], [1.7984, -1.0973, -2.8058], [-0.3338, -0.0735, -0.9830], [3.4923, 0.0915, -2.2086], [-3.4342, 0.0077, 1.1830], [-0.5682, -0.9466, -1.6407], [0.7674, -0.6513, 0.8195], [-0.8236, 0.4694, 1.3047], [1.0543, 0.4446, -1.4768], [3.8035, 0.9871, -1.6628], [-0.2724, -0.5063, 0.4834], [-1.2575, -0.2681, 2.4917], [-0.7480, -1.4873, 0.5465], [-0.9373, 0.7522, -1.3313], [-3.2658, 0.7908, 0.6552], [2.3647, -1.2903, -1.0907], [3.6150, 0.3197, -3.2597], [4.2187, -0.6588, -1.9132], [2.1204, -0.5860, -1.8957], [1.0518, 1.2245, -2.2549], [1.4177, 0.8995, -0.5445]],
  "orbital_gap_ev": 7.6046,
  "lumo_energy_ev": 3.54,
  "total_charge": -1
}

***

[4]
{
  "formula": "C5H15PSi",
  "method": "ωB97M-V with the def2-TZVPD basis set",
  "symbols": ["H", "H", "H", "H", "H", "H", "Si", "C", "H", "C", "C", "C", "H", "H", "C", "H", "H", "P", "H", "H", "H", "H"],
  "positions_angstrom": [[1.6361, 0.4120, -1.9990], [-1.0896, 2.5598, -0.8942], [2.5899, -0.2926, 1.6573], [-0.9266, -1.7410, -2.1137], [-2.1651, 0.9755, -1.0107], [2.1977, 1.1630, 2.4697], [0.6853, 0.4261, 0.4320], [-1.7759, 1.7910, -0.3234], [-1.4156, -2.2316, 0.4446], [-0.2535, -2.4531, -1.4960], [1.7537, 0.1823, 2.0376], [-0.4187, -2.4546, -0.0465], [1.2905, -0.3755, 2.8260], [0.9588, 2.1250, -1.7298], [-0.8629, 1.4526, 0.8463], [-0.5536, 2.5014, 1.2479], [-0.4590, -3.5244, -1.9274], [1.9739, 1.3313, -1.1056], [0.6706, -2.0874, -1.7783], [-1.3590, 1.0763, 1.6765], [0.1563, -3.1364, 0.5649], [-2.6335, 2.3005, 0.2218]],
  "orbital_gap_ev": [7.3445, 7.7386],
  "lumo_energy_ev": [0.33, -0.14]
}

***

Computed calculated total energy (eV) in order:
-30634.919, -16194.571, -11571.040, -22590.519
Computed strongest force on any atom (eV/Å) in order:
2.78, 3.05, 3.40, 4.02
Computed energy above the lowest of the compared OMol25 structures with the same formula, charge and spin (eV) in order:
0.639, 5.541, 0.578, 3.754